Entry 1:
{"formula": "C36H100N8O12", "method": "ωB97M-V/def2-TZVPD", "de_lowest_kcal_mol": 121.8, "homo_ev": -8.2, "smiles": "COC[C@H](C)N.COC[C@H](C)N.COC[C@H](C)N.COC[C@H](C)N.COC[C@H](C)N.COC[C@H](C)N.COC[C@H](C)N.COC[C@H](C)N.OCCO.OCCO", "fmax_ev_per_a": 2.81, "orbital_gap_ev": 8.43, "lumo_energy_ev": 0.226, "symbols": ["O", "O", "O", "O", "O", "O", "O", "O", "O", "O", "O", "O", "N", "N", "N", "N", "N", "N", "N", "N", "C", "C", "C", "C", "C", "C", "C", "C", "C", "C", "C", "C", "C", "C", "C", "C", "C", "C", "C", "C", "C", "C", "C", "C", "C", "C", "C", "C", "C", "C", "C", "C", "C", "C", "C", "C", "H", "H", "H", "H", "H", "H", "H", "H", "H", "H", "H", "H", "H", "H", "H", "H", "H", "H", "H", "H", "H", "H", "H", "H", "H", "H", "H", "H", "H", "H", "H", "H", "H", "H", "H", "H", "H", "H", "H", "H", "H", "H", "H", "H", "H", "H", "H", "H", "H", "H", "H", "H", "H", "H", "H", "H", "H", "H", "H", "H", "H", "H", "H", "H", "H", "H", "H", "H", "H", "H", "H", "H", "H", "H", "H", "H", "H", "H", "H", "H", "H", "H", "H", "H", "H", "H", "H", "H", "H", "H", "H", "H", "H", "H", "H", "H", "H", "H", "H", "H"], "positions_angstrom": [[3.666, 1.634, 6.829], [1.644, 7.259, 0.973], [-1.298, 0.116, -0.897], [2.790, 1.735, -4.494], [6.027, -1.787, 3.296], [-3.326, 2.523, -4.054], [-6.579, 0.322, -0.524], [3.323, -6.150, -0.650], [-1.505, -3.022, 4.236], [1.072, -0.539, 0.703], [-2.416, -3.835, -2.196], [3.242, -2.603, -1.692], [3.552, 5.145, 1.090], [-1.407, -5.762, 1.730], [-3.442, 2.964, -7.148], [1.181, -0.969, -2.414], [-2.069, -6.504, -0.783], [-3.350, 1.863, -1.428], [3.857, -1.809, 1.250], [1.582, 2.287, 4.977], [-4.121, 3.720, -6.047], [-5.337, 4.420, -6.651], [-1.842, -2.504, -2.192], [1.685, 0.196, 3.961], [-1.995, -3.779, 3.174], [-3.252, -5.708, -0.997], [4.993, -0.045, -0.032], [-2.261, -1.850, 4.623], [1.394, 0.354, -2.981], [-4.340, -6.264, -0.120], [-5.226, 3.151, -0.794], [-5.410, 0.544, -1.200], [5.870, -0.749, 2.301], [-2.250, 1.681, -4.412], [-0.943, -4.848, 2.773], [1.250, 5.908, 1.321], [-1.022, 0.303, 0.569], [6.568, -1.174, 4.489], [3.581, 1.025, 5.594], [1.711, 1.355, -1.865], [5.165, -1.185, 0.947], [2.648, -3.827, -1.404], [-7.152, -0.974, -0.826], [2.493, 0.357, -4.085], [-4.559, 1.792, -0.667], [1.867, 3.459, 0.839], [4.987, 2.069, 7.243], [-3.002, -4.169, -0.915], [0.586, 8.200, 1.172], [-4.414, 2.623, -4.935], [0.435, -4.268, 2.307], [-0.218, -0.779, 1.157], [2.070, 0.942, 5.181], [3.768, -4.913, -1.179], [1.846, 2.487, -5.285], [2.165, 4.941, 0.636], [0.964, 2.429, -4.648], [2.241, -0.283, -4.930], [-4.062, -6.195, 0.932], [3.660, -2.525, 0.565], [0.079, 8.078, 2.129], [-3.405, 4.472, -5.715], [-2.615, 0.654, -4.446], [-1.827, 0.868, -1.171], [2.301, 3.475, -5.356], [-3.447, 3.624, -7.912], [3.609, 6.126, 1.322], [4.843, 2.434, 8.260], [1.944, -4.271, -2.108], [-4.768, -0.337, -1.177], [3.886, -0.017, 5.687], [-1.521, -2.169, -3.178], [-2.154, -3.032, 2.396], [1.715, 2.761, 5.859], [-6.179, 3.103, -0.267], [1.176, -5.033, 2.074], [-1.465, 1.689, -3.657], [-0.996, -2.530, -1.505], [-2.444, 3.103, -7.077], [4.235, 1.512, 4.870], [-2.562, -1.789, -1.794], [0.437, 0.588, -3.449], [-0.698, -5.411, 3.673], [3.609, 4.730, 2.009], [5.846, -1.927, 0.529], [6.889, -0.388, 2.162], [-2.140, -6.321, 2.144], [0.307, -3.651, 1.418], [2.177, 0.723, 3.143], [3.957, -6.658, -0.139], [-4.622, 3.995, -0.463], [-5.039, 5.116, -7.434], [1.943, 3.106, 1.867], [0.924, 9.236, 1.148], [3.379, -0.127, -3.675], [-1.961, 0.370, 1.119], [6.556, -1.935, 5.269], [-3.504, 2.306, -2.323], [-1.666, -6.157, 0.075], [-3.618, -5.878, -2.009], [2.613, -1.942, -1.989], [0.970, -3.747, 3.101], [-0.471, 1.243, 0.553], [-3.839, -3.489, -0.757], [0.604, 0.208, 3.819], [-0.230, 7.978, 0.485], [-5.324, -5.849, -0.336], [5.349, 0.074, 2.791], [5.419, 2.869, 6.642], [-4.396, -7.324, -0.367], [5.951, 0.381, -0.329], [4.584, -0.441, -0.961], [-4.182, 1.686, 0.351], [0.583, 2.254, 4.830], [-6.082, 3.750, -7.078], [1.074, -0.806, -0.219], [1.277, 5.861, 2.410], [-0.721, -1.707, 0.883], [2.424, 2.803, 0.169], [-7.969, -1.079, -1.540], [5.975, -0.317, 4.810], [-3.327, -2.034, 4.753], [-4.772, 1.689, -5.369], [-7.651, -1.311, 0.082], [-0.209, -0.750, 2.246], [2.981, -1.313, 1.172], [-6.389, -1.742, -0.956], [5.718, 1.299, 7.489], [1.746, 2.335, -2.340], [-5.652, 0.603, -2.261], [1.101, -1.671, -3.135], [0.189, 5.774, 1.111], [-5.214, 3.007, -4.303], [-5.454, 3.449, -1.818], [-5.866, 5.000, -5.894], [-2.955, -4.257, 3.372], [1.479, 0.562, 6.014], [-2.064, -1.046, 3.913], [4.182, -4.942, -2.187], [-2.702, 2.478, -0.957], [4.468, 0.804, 0.408], [1.692, 2.255, -6.339], [7.588, -0.814, 4.361], [2.677, 1.079, -1.443], [-0.642, -6.389, 1.526], [2.066, -3.709, -0.490], [-1.814, 1.982, -5.365], [4.588, -4.560, -0.554], [-1.401, -6.098, -1.424], [0.893, 3.194, 0.427], [1.873, -0.876, 4.012], [0.965, 1.367, -1.070], [-2.500, -3.927, 0.022], [-1.844, -1.398, 5.523], [2.140, 5.177, -0.428], [0.234, -0.843, -2.086]]}

=====

Entry 2:
{"formula": "C2HAgNaO3", "method": "ωB97M-V/def2-TZVPD", "de_lowest_kcal_mol": 22.6, "homo_ev": [-5.9, -7.1], "spin_multiplicity": 2, "fmax_ev_per_a": 1.76, "orbital_gap_ev": [5.19, 6.29], "lumo_energy_ev": [-0.727, -0.780], "symbols": ["Ag", "Na", "O", "O", "O", "C", "C", "H"], "positions_angstrom": [[2.054, -0.984, -0.485], [-2.165, -0.396, -0.719], [-1.326, -0.846, 1.478], [-0.713, 1.216, -1.280], [0.901, -1.283, 1.282], [0.388, 1.040, -0.690], [-0.182, -0.710, 1.022], [1.041, 1.963, -0.609]]}

=====

Entry 3:
{"formula": "C2H8N3S", "method": "ωB97M-V/def2-TZVPD", "de_lowest_kcal_mol": 1.4, "homo_ev": -13.4, "smiles": "NSCC(N)=[NH2+]", "fmax_ev_per_a": 4.92, "total_charge": 1, "orbital_gap_ev": 9.32, "lumo_energy_ev": -4.041, "symbols": ["S", "N", "N", "N", "C", "C", "H", "H", "H", "H", "H", "H", "H", "H"], "positions_angstrom": [[1.588, 0.464, -0.635], [-0.979, -1.048, -0.331], [2.432, -0.832, 0.182], [-2.050, 0.998, -0.260], [-0.965, 0.236, 0.006], [0.282, 0.799, 0.595], [3.390, -0.645, 0.287], [2.241, -1.530, -0.627], [0.483, 0.303, 1.594], [-1.901, 1.968, -0.306], [0.027, 1.874, 0.677], [-2.696, 0.568, -0.890], [-0.114, -1.453, 0.064], [-1.736, -1.700, -0.357]]}

=====

Number 1: E_tot -2772.1912 Eh. Number 2: E_tot -611.6854 Eh. Number 3: E_tot -643.1994 Eh.